Entry 1:
Formula: C9H15O2P
Source: the OMol25 dataset
Level of theory: the ωB97M-V functional and the def2-TZVPD basis

Geometry as XYZ:
```
27
Properties=species:S:1:pos:R:3
C -0.69146 1.76469 -0.48666
C 3.10992 -0.74095 -0.37061
C -0.44787 0.87939 0.47622
C 2.02360 0.00489 -0.59215
C -4.26147 -0.20279 -0.19836
C -1.69651 2.84231 -0.10392
C 4.53305 -0.47641 -0.76366
C -3.26459 -2.36449 0.78834
C -4.11977 -1.49154 -0.19343
O -4.40619 0.93573 -0.21118
O 0.73977 -1.43191 1.34926
P 0.56948 -0.63205 0.14504
H -0.08326 1.61527 -1.36215
H 2.90326 -1.60241 0.21864
H -0.77613 0.90414 1.45454
H 2.01458 0.96600 -1.01830
H -2.07966 3.36853 -0.92720
H -1.18310 3.55658 0.56364
H -2.45128 2.52317 0.56557
H 5.00363 -1.12441 -0.01654
H 4.84718 0.53049 -0.57941
H 4.86364 -0.39248 -1.77138
H -3.98696 -2.79067 1.52913
H -2.52140 -1.66682 1.24138
H -2.88790 -3.00930 0.07885
H -0.26209 -1.28987 -0.68392
H -4.64832 -2.02910 -0.98120
```

Summary:
HOMO-LUMO gap (alpha / beta) = 6.0 / 7.8 eV
HOMO energy (alpha / beta) = -5.2 / -9.5 eV
2S+1 = 3
⟨S²⟩ = 2.008



Entry 2:
Formula: C9H15P
Source: the OMol25 dataset
Level of theory: the ωB97M-V functional and the def2-TZVPD basis

Geometry as XYZ:
```
25
Properties=species:S:1:pos:R:3
C -1.72183 -0.58310 0.39656
C -2.38566 0.49523 1.19090
C 0.35998 0.65048 0.10538
C -1.22056 0.79381 0.13844
C 1.64312 0.17182 0.81830
C 0.72650 -0.79568 0.02234
C -1.59419 1.79013 -0.96764
C -0.48329 -1.48622 0.77750
C 1.30174 -1.23488 -1.24200
P 3.27307 0.72080 0.31296
H -2.33671 -1.02734 -0.36024
H -3.45783 0.92922 0.98921
H 0.65342 1.26901 -0.84256
H 1.53997 -0.03272 1.83231
H -1.24874 1.60159 -2.02928
H -1.08396 2.82983 -0.84240
H -2.71743 2.02247 -1.11081
H -0.54173 -2.48462 0.41404
H -2.01026 0.51676 2.23281
H -0.32265 -1.67656 1.87239
H 2.07443 -1.99830 -1.05449
H 1.72909 -0.32559 -1.54402
H 0.54338 -1.53136 -2.01555
H 3.86829 -0.67273 0.16416
H 3.81318 0.68834 1.75260
```

Summary:
HOMO-LUMO gap = 9.7 eV
HOMO energy = -8.8 eV
ΔE to the lowest compared entry with this formula, charge and spin = 2.689 eV
SMILES = C[C@]12C[C@H]3C[C@@]3(C)[C@H]1[C@@H]2P



Entry 3:
Formula: C9H15P3
Source: the OMol25 dataset
Level of theory: the ωB97M-V functional and the def2-TZVPD basis

Geometry as XYZ:
```
27
Properties=species:S:1:pos:R:3
C -0.42752 0.28606 2.16716
C 0.89622 1.09922 2.37861
C -0.98409 0.53118 0.76182
C -1.31342 -0.78290 -1.52615
C 2.01439 0.60116 1.39984
C -2.99117 -0.50750 -3.73323
C 2.61634 0.62706 -1.38653
C -0.22490 -0.07426 -0.48289
C -2.31774 -0.20194 -2.46986
P 2.30332 1.76002 -0.00416
P -3.24334 1.12976 -2.73214
P 0.73988 1.22922 -1.35965
H -0.37617 -0.80554 2.23233
H -1.09425 0.79360 3.03136
H 0.85530 2.11808 2.15272
H 1.11659 0.91649 3.40866
H -1.96255 0.29566 0.78662
H -1.10910 1.53600 0.54380
H -0.61156 -1.43422 -1.99482
H -2.00262 -1.36177 -0.95488
H 2.87366 0.43906 2.09896
H 1.70076 -0.35827 1.19082
H -2.48412 -0.59761 -4.78639
H -3.76413 -1.21770 -3.76282
H 3.05612 1.08161 -2.24210
H 2.88933 -0.39318 -1.28239
H 0.46547 -0.76610 -0.10621
```

Summary:
HOMO-LUMO gap = 8.8 eV
HOMO energy = -8.4 eV
ΔE to the lowest compared entry with this formula, charge and spin = 2.100 eV
SMILES = C1CCP2#P(C2)[C@H](CC2=PC2)C1



Entry 4:
Formula: C9H16ClIIrN2O2P
Source: the OMol25 dataset
Level of theory: the ωB97M-V functional and the def2-TZVPD basis

Geometry as XYZ:
```
33
Properties=species:S:1:pos:R:3
C 0.18957 -0.03678 -2.59004
C 0.57184 0.83238 -1.42241
H 0.14035 0.56347 -3.50992
H -0.79710 -0.49344 -2.41533
H 0.87510 -0.88764 -2.73637
O 0.97413 1.97346 -1.52960
I 0.71296 -0.31454 3.19065
Ir 0.12644 -0.21650 0.33075
P -2.09704 -0.20924 0.65278
C -2.74447 1.27540 1.49272
C -2.96346 -0.30126 -0.94334
H -2.15009 -2.53238 1.20884
H -3.75139 -1.75232 1.47659
H -2.41150 -1.51719 2.66130
C -2.66456 -1.64734 1.60272
H -2.65949 -1.22661 -1.44979
H -4.04947 -0.30875 -0.77376
H -3.84078 1.22728 1.55250
H -2.46047 2.17801 0.93537
H -2.69585 0.56407 -1.56472
H -2.32975 1.34144 2.50695
C 0.28027 1.50831 1.02916
O 0.46469 2.57912 1.43170
Cl 0.11752 -2.46395 -0.31443
N 2.95656 -0.17889 -1.05165
C 4.29499 -0.10648 -0.86391
C 4.49589 0.11121 0.47927
C 3.22596 0.14800 1.05410
N 2.28972 -0.04433 0.10604
H 2.54845 -0.35933 -1.96702
H 4.97836 -0.19760 -1.68517
H 5.42628 0.21802 1.01046
H 2.94635 0.27439 2.09557
```

Summary:
HOMO-LUMO gap (alpha / beta) = 7.0 / 5.3 eV
HOMO energy (alpha / beta) = -14.0 / -16.7 eV
2S+1 = 5
ΔE to the lowest compared entry with this formula, charge and spin = 0.000 eV
⟨S²⟩ = 6.021
Net charge = +2



no.,largest force on an atom (Eh/bohr)
1,0.1079
2,0.0600
3,0.0761
4,0.1181